1.
22 unconnected molecules or ions with the total composition C42H76Cl42N2O5. Source: the OMol25 dataset; level of theory: ωB97M-V/def2-TZVPD.

Each atom is followed by the atoms it is bonded to, with distances in Å.
Element x y z (Å)
1 C -4.39 1.04 4.10  C2 1.533, H29 1.091, H30 1.093, H31 1.093
2 C -2.98 0.99 3.51  C1 1.533, C3 1.539, H32 1.093, H33 1.093
3 C -2.95 1.93 2.30  C2 1.539, C4 1.525, H34 1.095, H35 1.087
4 C -1.78 1.80 1.33  C3 1.525, O5 1.445, H36 1.094, H37 1.096
5 O -2.38 1.52 0.04  C4 1.445, C6 1.343
6 C -1.67 0.96 -0.95  O5 1.343, C7 1.341, C27 1.488
7 C -0.64 1.52 -1.60  C6 1.341, C8 1.501, C12 1.488
8 C -0.07 2.87 -1.27  C7 1.501, C9 1.563, H38 1.090, H39 1.092
9 C 1.22 2.82 -0.39  C8 1.563, C10 1.518, H40 1.095, H41 1.093
10 C 1.72 1.43 -0.03  C9 1.518, O11 1.432, H42 1.098, H43 1.093
11 O 2.35 0.78 -1.14  C10 1.432, H44 0.966
12 C -0.07 0.79 -2.76  C7 1.488, O13 1.218, C14 1.485
13 O 0.45 1.43 -3.67  C12 1.218
14 C -0.21 -0.68 -2.86  C12 1.485, C15 1.510, C23 1.346
15 C 0.71 -1.53 -3.71  C14 1.510, C16 1.550, H45 1.091, H46 1.099
16 C 2.08 -0.97 -4.15  C15 1.550, C17 1.556, H47 1.084, H48 1.091
17 C 3.26 -1.94 -3.83  C16 1.556, C18 1.542, H49 1.094, H50 1.093
18 C 4.42 -1.34 -3.02  C17 1.542, N19 1.478, H51 1.092, H52 1.093
19 N 4.71 -2.06 -1.76  C18 1.478, C20 1.420, H53 1.013
20 C 6.04 -2.55 -1.64  N19 1.420, C21 1.503, O22 1.204
21 C 6.69 -2.41 -0.29  C20 1.503, H54 1.093, H55 1.091, H56 1.088
22 O 6.65 -3.04 -2.56  C20 1.204
23 C -1.27 -1.22 -2.22  C14 1.346, N24 1.417, C27 1.502
24 N -1.63 -2.59 -2.28  C23 1.417, C25 1.487, H57 1.012
25 C -0.79 -3.53 -1.49  N24 1.487, C26 1.525, H58 1.096, H59 1.094
26 C -1.63 -4.43 -0.59  C25 1.525, H60 1.093, H61 1.095, H62 1.091
27 C -2.20 -0.34 -1.44  C6 1.488, C23 1.502, O28 1.210
28 O -3.34 -0.67 -1.24  C27 1.210
29 H -5.03 0.35 3.56  C1 1.091
30 H -4.40 0.79 5.16  C1 1.093
31 H -4.83 2.04 3.96  C1 1.093
32 H -2.25 1.40 4.23  C2 1.093
33 H -2.72 -0.03 3.21  C2 1.093
34 H -2.95 2.94 2.71  C3 1.095
35 H -3.86 1.84 1.70  C3 1.087
36 H -1.06 1.04 1.62  C4 1.094
37 H -1.27 2.76 1.24  C4 1.096
38 H 0.17 3.36 -2.21  C8 1.090
39 H -0.85 3.43 -0.75  C8 1.092
40 H 2.02 3.33 -0.94  C9 1.095
41 H 1.07 3.38 0.54  C9 1.093
42 H 2.46 1.53 0.78  C10 1.098
43 H 0.92 0.79 0.34  C10 1.093
44 H 2.49 1.44 -1.82  O11 0.966
45 H 0.88 -2.48 -3.20  C15 1.091
46 H 0.13 -1.78 -4.61  C15 1.099
47 H 2.31 -0.01 -3.70  C16 1.084
48 H 2.06 -0.87 -5.24  C16 1.091
49 H 2.89 -2.84 -3.32  C17 1.094
50 H 3.68 -2.30 -4.77  C17 1.093
51 H 5.32 -1.32 -3.63  C18 1.092
52 H 4.21 -0.30 -2.75  C18 1.093
53 H 4.04 -2.80 -1.61  N19 1.013
54 H 7.18 -3.36 -0.06  C21 1.093
55 H 7.46 -1.64 -0.34  C21 1.091
56 H 5.97 -2.17 0.49  C21 1.088
57 H -1.74 -2.89 -3.24  N24 1.012
58 H -0.25 -4.17 -2.20  C25 1.096
59 H -0.06 -2.95 -0.92  C25 1.094
60 H -2.37 -4.95 -1.19  C26 1.093
61 H -0.99 -5.19 -0.13  C26 1.095
62 H -2.17 -3.86 0.17  C26 1.091
63 C -2.06 -8.34 -1.21  Cl64 1.769, Cl65 1.764, H66 1.083, H67 1.085
64 Cl -0.64 -8.08 -0.19  C63 1.769
65 Cl -1.86 -7.62 -2.81  C63 1.764
66 H -2.20 -9.41 -1.33  C63 1.083
67 H -2.92 -7.88 -0.74  C63 1.085
68 C -3.73 4.08 6.78  Cl69 1.765, Cl70 1.773, H71 1.080, H72 1.081
69 Cl -2.53 3.68 5.55  C68 1.765
70 Cl -3.91 2.82 8.01  C68 1.773
71 H -3.40 4.99 7.28  C68 1.080
72 H -4.68 4.24 6.29  C68 1.081
73 C -5.43 7.87 6.38  Cl74 1.770, Cl75 1.771, H76 1.084, H77 1.085
74 Cl -4.20 7.42 5.19  C73 1.770
75 Cl -5.65 6.61 7.60  C73 1.771
76 H -5.11 8.78 6.88  C73 1.084
77 H -6.37 8.03 5.87  C73 1.085
78 C -5.11 -5.47 -4.14  Cl79 1.763, Cl80 1.767, H81 1.084, H82 1.084
79 Cl -5.21 -6.86 -3.06  C78 1.763
80 Cl -3.91 -4.30 -3.57  C78 1.767
81 H -4.83 -5.82 -5.12  C78 1.084
82 H -6.08 -4.98 -4.17  C78 1.084
83 C -5.90 2.14 -0.31  Cl84 1.768, Cl85 1.772, H86 1.083, H87 1.080
84 Cl -6.20 1.14 1.11  C83 1.768
85 Cl -5.49 3.81 0.14  C83 1.772
86 H -5.06 1.72 -0.85  C83 1.083
87 H -6.79 2.16 -0.92  C83 1.080
88 C -4.99 -4.71 1.84  Cl89 1.764, Cl90 1.772, H91 1.084, H92 1.083
89 Cl -4.61 -3.42 0.70  C88 1.764
90 Cl -5.24 -6.27 1.03  C88 1.772
91 H -4.16 -4.82 2.53  C88 1.084
92 H -5.90 -4.45 2.37  C88 1.083
93 C -1.00 -5.21 9.07  Cl94 1.771, Cl95 1.769, H96 1.083, H97 1.084
94 Cl -0.92 -4.79 10.79  C93 1.771
95 Cl -2.36 -4.42 8.26  C93 1.769
96 H -0.08 -4.89 8.59  C93 1.083
97 H -1.13 -6.28 8.99  C93 1.084
98 C 9.37 -1.61 -4.17  Cl99 1.770, Cl100 1.769, H101 1.085, H102 1.084
99 Cl 9.37 0.08 -4.73  C98 1.770
100 Cl 10.52 -1.87 -2.85  C98 1.769
101 H 8.38 -1.86 -3.82  C98 1.085
102 H 9.65 -2.24 -5.01  C98 1.084
103 C 12.16 -4.76 -5.27  Cl104 1.765, Cl105 1.772, H106 1.084, H107 1.084
104 Cl 11.29 -6.20 -4.75  C103 1.765
105 Cl 11.51 -4.12 -6.79  C103 1.772
106 H 12.07 -4.00 -4.51  C103 1.084
107 H 13.20 -5.02 -5.42  C103 1.084
108 C 3.77 -3.69 9.21  Cl109 1.768, Cl110 1.768, H111 1.083, H112 1.084
109 Cl 3.90 -4.27 7.54  C108 1.768
110 Cl 2.18 -4.01 9.90  C108 1.768
111 H 4.52 -4.19 9.81  C108 1.083
112 H 3.93 -2.62 9.21  C108 1.084
113 C -9.41 8.91 6.23  Cl114 1.772, Cl115 1.765, H116 1.084, H117 1.083
114 Cl -8.12 9.71 5.32  C113 1.772
115 Cl -9.55 7.20 5.80  C113 1.765
116 H -9.18 8.98 7.29  C113 1.084
117 H -10.34 9.40 6.01  C113 1.083
118 C -1.42 4.62 9.98  Cl119 1.767, Cl120 1.772, H121 1.085, H122 1.083
119 Cl 0.31 4.26 10.00  C118 1.767
120 Cl -1.77 6.16 9.17  C118 1.772
121 H -1.92 3.82 9.44  C118 1.085
122 H -1.77 4.68 11.00  C118 1.083
123 C 14.03 -4.41 -9.47  Cl124 1.769, Cl125 1.768, H126 1.083, H127 1.082
124 Cl 15.39 -4.26 -8.35  C123 1.769
125 Cl 14.33 -3.56 -10.99  C123 1.768
126 H 13.88 -5.46 -9.68  C123 1.083
127 H 13.15 -3.99 -9.00  C123 1.082
128 C 0.26 0.27 11.58  Cl129 1.766, Cl130 1.768, H131 1.084, H132 1.084
129 Cl 1.01 -1.13 10.80  C128 1.766
130 Cl -0.89 1.08 10.52  C128 1.768
131 H -0.26 -0.08 12.46  C128 1.084
132 H 1.04 0.98 11.85  C128 1.084
133 C 0.55 6.24 6.44  Cl134 1.769, Cl135 1.769, H136 1.084, H137 1.083
134 Cl 0.91 4.86 5.39  C133 1.769
135 Cl -0.83 7.19 5.86  C133 1.769
136 H 0.32 5.87 7.43  C133 1.084
137 H 1.42 6.88 6.45  C133 1.083
138 C 11.57 2.96 -5.63  Cl139 1.767, Cl140 1.768, H141 1.083, H142 1.084
139 Cl 12.95 3.15 -4.53  C138 1.767
140 Cl 11.84 3.79 -7.17  C138 1.768
141 H 11.43 1.91 -5.82  C138 1.083
142 H 10.70 3.39 -5.16  C138 1.084
143 C -5.63 -1.51 -2.69  Cl144 1.774, Cl145 1.768, H146 1.083, H147 1.084
144 Cl -6.54 0.01 -2.71  C143 1.774
145 Cl -6.64 -2.87 -2.18  C143 1.768
146 H -5.27 -1.71 -3.69  C143 1.083
147 H -4.80 -1.41 -1.99  C143 1.084
148 C 0.48 1.38 -6.95  Cl149 1.771, Cl150 1.772, H151 1.082, H152 1.083
149 Cl 2.07 1.70 -7.64  C148 1.771
150 Cl -0.03 -0.30 -7.22  C148 1.772
151 H 0.52 1.55 -5.88  C148 1.082
152 H -0.23 2.03 -7.44  C148 1.083
153 C -0.36 2.83 -10.66  Cl154 1.772, Cl155 1.765, H156 1.083, H157 1.084
154 Cl -1.10 3.61 -9.25  C153 1.772
155 Cl -1.39 2.95 -12.09  C153 1.765
156 H 0.58 3.33 -10.87  C153 1.083
157 H -0.20 1.79 -10.42  C153 1.084
158 C -4.54 5.08 -9.94  Cl159 1.769, Cl160 1.768, H161 1.083, H162 1.082
159 Cl -5.26 6.00 -8.62  C158 1.769
160 Cl -5.74 4.15 -10.84  C158 1.768
161 H -4.06 5.77 -10.62  C158 1.083
162 H -3.81 4.39 -9.52  C158 1.082
163 C -8.97 -1.58 3.37  Cl164 1.768, Cl165 1.767, H166 1.084, H167 1.083
164 Cl -7.33 -2.24 3.28  C163 1.768
165 Cl -9.87 -2.21 4.75  C163 1.767
166 H -8.89 -0.50 3.46  C163 1.084
167 H -9.49 -1.85 2.46  C163 1.083

Frontier orbital gap in eV: 8.24
Max |F| in eV Å⁻¹: 0.9
HOMO energy in eV: -9.34
Electronic energy in Eh: -21459.588546
Lowest unoccupied orbital energy in eV: -1.10

---

2.
2 unconnected molecules or ions with the total composition C4H5N3O at a distorted geometry. Source: the OMol25 dataset; level of theory: ωB97M-V/def2-TZVPD.

Each atom is followed by the atoms it is bonded to, with distances in Å.
Element x y z (Å)
1 C 0.90 -0.84 -0.40  H6 1.283, N10 1.281, N11 1.404
2 C -1.92 0.00 0.42  C3 1.506, H8 1.145, N12 1.217
3 C -1.01 1.14 0.03  C2 1.506, C4 1.259
4 C -0.88 2.31 -0.39  C3 1.259, H9 1.054
5 H 2.83 0.23 1.50  no bonds
6 H 1.48 -0.90 -1.54  C1 1.283
7 H -0.40 -2.53 -0.58  N11 1.029
8 H -3.00 0.02 0.81  C2 1.145
9 H -0.44 3.21 -0.75  C4 1.054
10 N 1.36 -0.22 0.62  C1 1.281, O13 1.555
11 N -0.33 -1.51 -0.45  C1 1.404, H7 1.029, N12 1.415
12 N -1.53 -1.13 0.19  C2 1.217, N11 1.415
13 O 2.57 0.54 0.01  N10 1.555

Frontier orbital gap in eV: 8.41
Max |F| in eV Å⁻¹: 7.6
HOMO energy in eV: -8.98
Electronic energy in Eh: -394.555908
Lowest unoccupied orbital energy in eV: -0.57

---

3.
7 unconnected molecules or ions with the total composition C22H46BrNO24PS8. Source: the OMol25 dataset; level of theory: ωB97M-V/def2-TZVPD.

Each atom is followed by the atoms it is bonded to, with distances in Å.
Element x y z (Å)
1 C 2.58 -2.21 0.41  C2 1.529, H16 1.092, H17 1.093, H18 1.094
2 C 3.06 -1.12 1.36  C1 1.529, Br3 1.941, C4 1.542, H19 1.093
3 Br 4.89 -0.63 0.94  C2 1.941
4 C 2.18 0.14 1.48  C2 1.542, C5 1.528, H20 1.094, H21 1.097
5 C 1.51 0.56 0.17  C4 1.528, C6 1.527, N9 1.568, H22 1.094
6 C 2.40 1.40 -0.75  C5 1.527, C7 1.515, H23 1.091, H24 1.097
7 C 2.00 2.84 -0.48  C6 1.515, C8 1.511, H25 1.091, H26 1.093
8 C 0.50 2.72 -0.39  C7 1.511, N9 1.520, H27 1.091, H28 1.086
9 N 0.24 1.45 0.40  C5 1.568, C8 1.520, C10 1.513, P14 1.832
10 C -0.96 0.72 -0.17  N9 1.513, C11 1.534, H29 1.090, H30 1.099
11 C -1.29 -0.60 0.54  C10 1.534, C12 1.539, H31 1.095, H32 1.092
12 C -2.69 -0.63 1.18  C11 1.539, S13 1.799, H33 1.093, H34 1.093
13 S -4.00 -1.27 0.13  C12 1.799, H35 1.330
14 P -0.16 1.99 2.10  N9 1.832, S15 1.899, H36 1.389, H37 1.384
15 S 1.08 3.08 3.03  P14 1.899
16 H 2.85 -3.20 0.80  C1 1.092
17 H 3.01 -2.13 -0.59  C1 1.093
18 H 1.49 -2.19 0.30  C1 1.094
19 H 3.15 -1.53 2.37  C2 1.093
20 H 2.77 0.97 1.87  C4 1.094
21 H 1.43 -0.08 2.26  C4 1.097
22 H 1.13 -0.31 -0.36  C5 1.094
23 H 3.44 1.21 -0.52  C6 1.091
24 H 2.22 1.15 -1.80  C6 1.097
25 H 2.29 3.50 -1.31  C7 1.091
26 H 2.45 3.22 0.44  C7 1.093
27 H -0.08 3.55 0.03  C8 1.091
28 H 0.11 2.51 -1.38  C8 1.086
29 H -0.71 0.56 -1.22  C10 1.090
30 H -1.81 1.41 -0.13  C10 1.099
31 H -0.53 -0.84 1.30  C11 1.095
32 H -1.21 -1.39 -0.21  C11 1.092
33 H -2.99 0.36 1.54  C12 1.093
34 H -2.70 -1.29 2.05  C12 1.093
35 H -3.95 -0.25 -0.72  S13 1.330
36 H -1.36 2.59 1.75  P14 1.389
37 H -0.49 0.77 2.68  P14 1.384
38 C -2.14 -1.50 -4.17  C39 1.515, O44 1.445, H45 1.092, H46 1.085
39 C -1.07 -1.21 -5.20  C38 1.515, O40 1.448, H47 1.085, H48 1.090
40 O 0.14 -1.16 -4.39  C39 1.448, S41 1.582
41 S 0.04 -2.20 -3.21  O40 1.582, O42 1.408, O43 1.429, O44 1.578
42 O 0.71 -3.40 -3.50  S41 1.408
43 O 0.35 -1.51 -1.99  S41 1.429
44 O -1.52 -2.45 -3.28  C38 1.445, S41 1.578
45 H -2.41 -0.61 -3.61  C38 1.092
46 H -3.03 -1.96 -4.60  C38 1.085
47 H -1.21 -0.25 -5.68  C39 1.085
48 H -0.98 -2.00 -5.94  C39 1.090
49 C -5.32 1.69 5.56  C50 1.517, O55 1.449, H56 1.089, H57 1.085
50 C -5.47 1.40 4.08  C49 1.517, O51 1.449, H58 1.085, H59 1.090
51 O -4.24 1.92 3.52  C50 1.449, S52 1.581
52 S -3.05 1.70 4.54  O51 1.581, O53 1.425, O54 1.414, O55 1.565
53 O -2.33 0.53 4.18  S52 1.425
54 O -2.34 2.92 4.66  S52 1.414
55 O -3.92 1.40 5.81  C49 1.449, S52 1.565
56 H -5.51 2.73 5.80  C49 1.089
57 H -5.91 1.04 6.19  C49 1.085
58 H -6.30 1.93 3.62  C50 1.085
59 H -5.54 0.33 3.87  C50 1.090
60 C 0.18 4.82 -4.47  C61 1.511, O66 1.445, H67 1.092, H68 1.086
61 C 1.17 3.69 -4.62  C60 1.511, O62 1.452, H69 1.086, H70 1.087
62 O 0.43 2.53 -4.15  C61 1.452, S63 1.589
63 S -1.10 2.69 -4.56  O62 1.589, O64 1.414, O65 1.425, O66 1.567
64 O -1.38 1.98 -5.75  S63 1.414
65 O -1.87 2.41 -3.39  S63 1.425
66 O -1.07 4.22 -4.87  C60 1.445, S63 1.567
67 H 0.10 5.16 -3.44  C60 1.092
68 H 0.42 5.66 -5.12  C60 1.086
69 H 2.06 3.82 -4.00  C61 1.086
70 H 1.45 3.53 -5.66  C61 1.087
71 C 3.61 4.32 -9.51  C72 1.516, O77 1.445, H78 1.090, H79 1.085
72 C 3.30 5.71 -10.02  C71 1.516, O73 1.445, H80 1.085, H81 1.090
73 O 2.03 6.01 -9.39  C72 1.445, S74 1.571
74 S 1.97 5.37 -7.96  O73 1.571, O75 1.419, O76 1.418, O77 1.584
75 O 2.31 6.32 -6.96  S74 1.419
76 O 0.76 4.65 -7.82  S74 1.418
77 O 3.18 4.37 -8.13  C71 1.445, S74 1.584
78 H 3.05 3.55 -10.03  C71 1.090
79 H 4.67 4.08 -9.52  C71 1.085
80 H 3.16 5.76 -11.10  C72 1.085
81 H 4.04 6.45 -9.70  C72 1.090
82 C -1.62 -2.80 4.09  C83 1.513, O88 1.436, H89 1.090, H90 1.087
83 C -0.60 -3.91 3.95  C82 1.513, O84 1.438, H91 1.083, H92 1.092
84 O -1.38 -5.09 4.21  C83 1.438, S85 1.585
85 S -2.85 -4.92 3.64  O84 1.585, O86 1.415, O87 1.413, O88 1.599
86 O -2.97 -5.48 2.35  S85 1.415
87 O -3.76 -5.28 4.66  S85 1.413
88 O -2.80 -3.33 3.48  C82 1.436, S85 1.599
89 H -1.83 -2.56 5.14  C82 1.090
90 H -1.35 -1.89 3.57  C82 1.087
91 H 0.19 -3.84 4.68  C83 1.083
92 H -0.20 -3.96 2.94  C83 1.092
93 C 2.54 -6.68 8.57  C94 1.516, O99 1.444, H100 1.089, H101 1.085
94 C 2.36 -7.54 7.33  C93 1.516, O95 1.443, H102 1.085, H103 1.090
95 O 1.69 -6.65 6.41  C94 1.443, S96 1.578
96 S 2.20 -5.17 6.61  O95 1.578, O97 1.416, O98 1.420, O99 1.577
97 O 3.20 -4.84 5.67  S96 1.416
98 O 1.06 -4.33 6.72  S96 1.420
99 O 2.87 -5.38 8.02  C93 1.444, S96 1.577
100 H 1.61 -6.59 9.14  C93 1.089
101 H 3.35 -7.00 9.21  C93 1.085
102 H 1.72 -8.40 7.49  C94 1.085
103 H 3.31 -7.85 6.90  C94 1.090

Frontier orbital gap in eV: 9.64
Max |F| in eV Å⁻¹: 0.7
Charge: +1
HOMO energy in eV: -11.40
Electronic energy in Eh: -8826.936257
Lowest unoccupied orbital energy in eV: -1.76

---

4.
C6H8BrN3 in the gas phase at a distorted geometry. Source: the OMol25 dataset; level of theory: ωB97M-V/def2-TZVPD.

Each atom is followed by the atoms it is bonded to, with distances in Å.
Element x y z (Å)
1 C -2.49 1.28 0.11  C2 1.456, H11 1.201, H12 1.118, H13 1.045
2 C -1.27 0.58 -0.25  C1 1.456, C3 1.297, N5 1.334
3 C -1.13 0.06 -1.43  C2 1.297, N4 1.194
4 N -0.80 -0.40 -2.48  C3 1.194, H14 0.970
5 N -0.21 0.67 0.57  C2 1.334, C6 1.285
6 C 0.91 0.05 0.61  N5 1.285, C7 1.563, C8 1.496
7 C 1.99 0.62 1.59  C6 1.563, H15 1.131, H16 1.213, H17 1.048
8 C 1.54 -1.17 0.00  C6 1.496, N9 1.246, H18 1.104
9 N 0.75 -2.10 -0.26  C8 1.246, Br10 1.877
10 Br 1.28 -3.73 -1.02  N9 1.877
11 H -3.35 0.49 0.42  C1 1.201
12 H -3.04 1.52 -0.84  C1 1.118
13 H -2.32 2.00 0.85  C1 1.045
14 H -1.03 -1.19 -2.98  N4 0.970
15 H 2.29 -0.18 2.34  C7 1.131
16 H 1.48 1.59 2.11  C7 1.213
17 H 2.84 0.92 1.07  C7 1.048
18 H 2.55 -1.01 -0.41  C8 1.104

SMILES: CC(=C=N)/N=C(C)\C=N\Br
Frontier orbital gap (alpha / beta) in eV: 7.82 / 7.82
Max |F| in eV Å⁻¹: 5.3
HOMO energy (alpha / beta) in eV: -7.69 / -7.69
Electronic energy in Eh: -2971.542354
Lowest unoccupied orbital energy (alpha / beta) in eV: 0.13 / 0.13

---

electronic energy of number 1 (C42H76Cl42N2O5)?
-21459.588546 Eh

---

What is the max |F| in the fourth record?
5.3 eV Å⁻¹

---

max |F| of number 4 (C6H8BrN3)?
5.3 eV Å⁻¹